31
Properties=species:S:1:pos:R:3 method="wB97M-V/def2-TZVPD" relative_energy_kj_mol=491.7 homo_lumo_gap_ha=0.2507 e_homo_ev=-13.003 charge=+1 lumo_energy_ev=-6.181 max_force_ev_per_a=5.8 e_tot_ha=-613.700702 smiles="CC(C)/N=[NH+]/C(=O)[C@@H]1[C@H]2C[C@@H]3[C@H](C2)[C@@H]31"
C 3.761 -0.380 1.529
C 3.043 -0.390 0.110
C 3.139 1.032 -0.650
N 1.711 -0.461 0.254
N 1.111 -1.386 -0.406
C -0.360 -1.537 -0.628
O -0.565 -2.333 -1.493
C -1.264 -0.716 0.203
C -2.827 -0.702 0.108
C -3.197 0.377 1.097
C -2.307 1.457 0.476
C -2.215 1.167 -0.970
C -3.041 -0.043 -1.281
C -1.093 0.742 -0.003
H 4.100 -1.306 1.824
H 4.654 0.203 1.497
H 3.278 0.159 2.296
H 3.429 -1.180 -0.479
H 4.040 1.247 -1.179
H 3.059 1.773 0.129
H 2.456 1.226 -1.392
H 1.568 -2.079 -0.909
H -1.014 -1.129 1.102
H -3.286 -1.761 0.227
H -2.935 0.218 2.114
H -4.169 0.835 1.028
H -2.336 2.499 0.835
H -1.931 1.807 -1.809
H -3.994 0.278 -1.469
H -2.686 -0.667 -2.052
H -0.129 1.052 -0.110



22
Properties=species:S:1:pos:R:3 method="wB97M-V/def2-TZVPD" relative_energy_kj_mol=131.5 homo_lumo_gap_ha=0.3430 e_homo_ev=-8.518 charge=0 lumo_energy_ev=0.816 max_force_ev_per_a=7.4 e_tot_ha=-780.813415 smiles=NC[C@H](N)CS.O.O
N 0.615 2.363 0.892
C -0.681 1.923 0.390
C -0.463 0.474 -0.182
N -0.088 0.463 -1.623
C -1.674 -0.400 0.090
S -1.547 -2.234 -0.392
H 1.216 1.580 1.152
H 0.769 3.160 1.432
H -0.956 2.633 -0.487
H -1.327 1.874 1.101
H 0.373 -0.046 0.342
H 0.368 1.382 -1.882
H -0.815 0.488 -2.240
H -2.555 0.026 -0.208
H -1.783 -0.317 1.251
H -2.053 -2.083 -1.619
O 2.002 -0.781 -0.621
H 2.540 -0.126 -1.011
H 1.268 -0.973 -1.243
O 2.400 0.301 1.842
H 3.217 0.745 1.933
H 2.495 -0.526 1.305



146
Properties=species:S:1:pos:R:3 method="wB97M-V/def2-TZVPD" homo_lumo_gap_ha=0.3099 e_homo_ev=-9.114 charge=0 lumo_energy_ev=-0.683 max_force_ev_per_a=9.7 e_tot_ha=-9072.559743
C -0.499 -1.292 3.781
C 0.529 -0.525 2.846
C 1.730 0.118 3.823
C 1.259 -1.154 1.568
C 0.479 -2.334 0.656
C -1.006 -1.660 0.519
C -1.876 -1.780 -0.839
C -3.482 -1.605 -0.407
C -3.732 -0.125 0.304
S -5.459 0.410 -0.198
C -6.688 -0.359 1.006
N -7.183 -1.794 0.978
N -8.080 -1.992 2.049
C -8.175 -0.650 2.789
O -7.302 0.385 2.145
C 1.236 -2.230 -0.830
Br 3.237 -2.535 -0.758
C 1.136 -0.742 -1.579
C 2.600 -0.063 -1.918
O 3.212 -0.186 -3.130
Br 3.638 1.116 -0.614
O 0.744 -3.053 -1.904
S 1.233 -4.624 -2.037
O 0.840 -5.258 -3.398
O 0.171 -5.284 -0.817
C 0.988 -5.075 0.348
C 0.584 -3.809 1.382
C 1.841 -4.071 2.401
C 2.126 -3.363 3.783
O 3.308 -2.675 3.901
O 1.478 -3.379 5.106
C -0.833 -4.509 1.945
C -0.753 -5.174 3.431
C -2.156 -5.878 3.961
C -3.360 -5.807 2.886
N -3.505 -5.299 1.510
C -2.217 -4.671 1.098
H -1.609 -0.913 3.551
H -0.543 -2.449 3.773
H -0.313 -0.971 4.916
H -0.052 0.463 2.492
H 2.000 -0.570 4.727
H 2.660 0.458 3.197
H 1.277 1.115 4.297
H 2.386 -1.470 1.816
H 1.502 -0.170 0.930
H -0.933 -0.465 0.599
H -1.753 -1.945 1.407
H -1.664 -0.874 -1.586
H -1.787 -2.750 -1.468
H -3.797 -2.464 0.354
H -4.119 -1.644 -1.391
H -3.597 -0.174 1.474
H -2.969 0.643 -0.198
H -8.874 -0.464 3.734
H 0.534 0.059 -0.981
H 0.585 -0.792 -2.638
H 0.850 -6.083 0.982
H 2.113 -5.084 0.044
H 2.820 -3.935 1.724
H 1.903 -5.242 2.660
H 1.594 -2.519 5.603
H 0.130 -5.271 4.173
H -2.250 -6.386 5.030
H -4.371 -6.291 3.306
H -2.210 -4.299 -0.019
C -3.270 6.624 -1.787
O -3.651 5.786 -2.872
C -2.823 4.625 -2.982
C -3.462 3.407 -2.302
O -3.605 3.601 -0.892
C -4.909 4.051 -0.533
H -4.124 7.268 -1.540
H -2.994 6.056 -0.894
H -2.434 7.257 -2.089
H -1.822 4.826 -2.579
H -2.713 4.409 -4.050
H -2.801 2.546 -2.440
H -4.430 3.160 -2.758
H -5.585 3.192 -0.485
H -5.308 4.786 -1.234
H -4.850 4.512 0.456
C -6.714 4.128 -8.627
O -5.698 4.960 -8.081
C -6.010 5.406 -6.759
C -5.345 4.527 -5.692
O -5.834 3.183 -5.732
C -4.986 2.316 -6.480
H -6.273 3.548 -9.448
H -7.127 3.431 -7.892
H -7.517 4.746 -9.032
H -7.097 5.452 -6.614
H -5.620 6.425 -6.663
H -5.594 4.928 -4.705
H -4.251 4.542 -5.791
H -4.152 1.995 -5.849
H -4.595 2.787 -7.384
H -5.568 1.439 -6.772
C -9.604 6.340 -3.295
O -8.712 6.721 -2.255
C -7.340 6.618 -2.646
C -6.781 7.967 -3.114
O -7.446 8.438 -4.290
C -8.488 9.364 -3.995
H -10.588 6.772 -3.073
H -9.282 6.698 -4.277
H -9.699 5.254 -3.317
H -7.217 5.848 -3.419
H -6.777 6.294 -1.764
H -5.727 7.835 -3.375
H -6.835 8.718 -2.314
H -8.054 10.357 -3.840
H -9.064 9.081 -3.112
H -9.164 9.401 -4.852
C 6.573 -3.675 2.026
O 6.826 -3.501 0.638
C 7.224 -2.165 0.319
C 8.750 -2.033 0.235
O 9.375 -2.293 1.495
C 9.844 -3.633 1.607
H 6.631 -4.748 2.250
H 7.297 -3.150 2.655
H 5.566 -3.326 2.262
H 6.803 -1.454 1.042
H 6.800 -1.928 -0.663
H 8.996 -1.002 -0.036
H 9.163 -2.689 -0.543
H 10.813 -3.719 1.107
H 9.151 -4.358 1.175
H 9.970 -3.864 2.667
C 14.502 -4.750 6.085
O 14.000 -3.439 6.310
C 13.707 -2.750 5.092
C 12.221 -2.854 4.725
O 11.833 -4.206 4.464
C 11.241 -4.833 5.598
H 14.363 -5.330 7.007
H 13.983 -5.265 5.271
H 15.569 -4.702 5.864
H 14.344 -3.119 4.278
H 13.952 -1.694 5.252
H 12.050 -2.290 3.804
H 11.587 -2.415 5.507
H 10.188 -4.541 5.662
H 11.744 -4.574 6.532
H 11.302 -5.915 5.461



45
Properties=species:S:1:pos:R:3 method="wB97M-V/def2-TZVPD" relative_energy_kj_mol=0.0 homo_lumo_gap_ha="0.2622 / 0.1951" e_homo_ev="-14.578 / -14.681" charge=+2 lumo_energy_ev="-7.442 / -9.372" spin_multiplicity=5 max_force_ev_per_a=0.3 e_tot_ha=-2369.973910
Pd -1.578 1.428 -0.735
C 4.281 -5.126 -1.254
C 3.205 -4.118 -0.997
C 3.325 -2.806 -1.467
C 2.344 -1.870 -1.221
C 1.218 -2.261 -0.495
C 1.067 -3.563 -0.014
C 2.064 -4.479 -0.274
S -0.020 -1.125 -0.146
O -0.119 -0.151 -1.256
O -1.240 -1.757 0.260
N 0.646 -0.185 1.060
C -0.105 -0.052 2.284
C -0.792 1.337 2.191
O -0.371 2.312 2.754
O -1.857 1.322 1.404
H 4.994 -4.775 -1.997
H 3.855 -6.069 -1.594
H 4.827 -5.332 -0.330
H 4.199 -2.526 -2.040
H 2.429 -0.861 -1.601
H 0.177 -3.845 0.532
H 1.958 -5.496 0.081
H 0.598 0.001 3.115
H -0.855 -0.831 2.428
C -4.664 1.272 -2.082
S -3.475 0.103 -1.402
C -4.286 -0.327 0.146
H -5.580 0.728 -2.307
H -4.252 1.669 -3.007
H -4.874 2.075 -1.379
H -4.471 0.561 0.746
H -3.627 -1.013 0.668
H -5.222 -0.826 -0.098
S -2.454 3.465 0.547
C -0.767 3.854 0.564
N -0.286 4.895 1.267
C 1.032 5.148 1.341
C 1.907 4.330 0.667
C 1.365 3.280 -0.067
N 0.051 3.069 -0.127
H -0.943 5.461 1.799
H 1.334 5.992 1.946
H 2.972 4.501 0.710
H 1.990 2.591 -0.622